Entry from the OMol25 dataset: the molecule C4H6N2O (ωB97M-V/def2-TZVPD).

The geometry in XYZ format:
```
13
Properties=species:S:1:pos:R:3:nbo_charge:R:1
C -0.374 -1.975 -0.380 -0.651
C 0.390 -0.833 0.237 0.316
N 1.445 -0.273 -0.301 -0.433
C 1.281 1.086 -0.141 -0.202
C 0.071 1.333 0.449 0.401
O -0.743 2.412 0.571 -0.674
N -0.430 0.119 0.799 -0.548
H 0.064 -2.128 -1.365 0.243
H -1.380 -1.578 -0.547 0.210
H -0.461 -2.926 0.143 0.221
H 1.984 1.786 -0.570 0.207
H -0.530 3.026 -0.145 0.495
H -1.317 -0.050 1.248 0.417
```

For the max |F|, the calculation gives 0.73 eV Å⁻¹. Its HOMO energy is -8.0 eV. The SMILES is Cc1ncc(O)[nH]1.